Entry 1:
Molecular formula: C9H14O
Method: DFT, wB97M-V/def2-TZVPD

For the energy, the calculation gives -426.54770 a.u. As for the charge: 0. The spin multiplicity is 1. The value obtained for the LUMO energy is 0.9 eV. The calculation puts the HOMO energy at -8.38 eV. For the frontier orbital gap, the calculation gives 9.2514 eV.

Structure (XYZ):
```
24
Properties=species:S:1:pos:R:3:forces:R:3:nbo_charge:R:1
C -2.4714 -1.3665 -2.5375 0.1 1.2 -1.8 -0.631
C -1.7720 -0.2953 -1.7263 0.3 -1.4 0.7 -0.050
C -2.4513 0.2073 -0.6142 0.2 1.3 -0.6 -0.189
C -1.7934 1.0482 0.2856 0.5 -1.0 -0.4 -0.284
C -0.4179 1.2025 0.1363 -0.1 0.8 1.0 0.303
O 0.2730 1.9082 1.0976 1.0 -0.4 -1.1 -0.677
C 0.2837 0.7097 -0.9449 0.0 -1.0 -0.8 -0.272
C -0.4029 -0.0516 -1.8870 -1.2 0.4 0.2 -0.177
H -2.4701 -1.0939 -3.6115 -0.3 0.3 0.3 0.210
H -3.5090 -1.3951 -2.2290 -0.1 -0.6 0.0 0.214
H -1.9887 -2.3380 -2.6391 0.0 -0.1 1.0 0.223
H -3.5320 0.1216 -0.6285 0.0 -0.3 0.5 0.210
H -2.2218 1.4542 1.1914 -0.5 0.1 -0.1 0.206
H -0.2994 2.2013 1.7893 -0.7 0.2 0.6 0.476
H 1.3563 0.7463 -1.0357 0.1 0.6 0.2 0.227
H 0.0080 -0.4229 -2.8168 0.6 -0.1 0.3 0.212
C 3.2051 -0.2949 1.4963 0.3 0.4 -0.6 -0.606
C 2.1839 -0.3111 2.6200 -0.7 -1.4 -0.6 -0.612
H 3.5134 -1.2836 1.1652 -0.1 -0.3 0.2 0.202
H 2.7911 0.1646 0.5971 -0.1 0.2 0.1 0.199
H 4.1255 0.2503 1.7000 0.0 0.0 0.3 0.201
H 2.3226 -1.1790 3.2705 0.5 0.5 0.5 0.202
H 1.2246 -0.6064 2.1749 -0.1 0.5 0.0 0.205
H 2.0429 0.6243 3.1464 0.2 0.0 0.1 0.210
```
Forces are in eV/Å.



Entry 2:
Molecular formula: C9H14O
Method: DFT, wB97M-V/def2-TZVPD

For the energy, the calculation gives -426.51692 a.u. As for the charge: 0. The spin multiplicity is 1. The value obtained for the LUMO energy is 0.9 eV. The calculation puts the HOMO energy at -8.57 eV. For the frontier orbital gap, the calculation gives 9.4960 eV.

Structure (XYZ):
```
24
Properties=species:S:1:pos:R:3:forces:R:3:nbo_charge:R:1
C -0.4526 1.8044 -1.9435 0.7 0.9 -0.9 -0.638
C 0.2839 1.2561 -0.7560 -0.5 -1.7 0.3 -0.045
C 0.1740 -0.1560 -0.5390 -0.1 1.6 -0.7 -0.184
C 1.1408 -0.7931 0.1715 0.2 0.1 0.0 -0.244
C 1.9960 -0.0479 1.0062 0.7 -2.3 -0.3 0.281
O 2.7181 -0.8946 1.8777 -0.1 1.2 -0.5 -0.696
C 2.1587 1.2906 0.8486 -1.3 1.0 -0.6 -0.285
C 1.2683 1.9243 -0.0756 0.5 0.4 0.6 -0.198
H 0.3145 2.2996 -2.5541 -0.1 0.1 0.0 0.220
H -1.2155 2.5725 -1.8337 -0.2 -0.2 0.5 0.221
H -0.8082 1.0406 -2.6354 -0.3 -0.2 0.4 0.219
H -0.6718 -0.6562 -0.9941 0.4 -0.4 -0.4 0.209
H 1.3924 -1.8236 -0.0530 -0.6 -0.3 1.0 0.228
H 2.5686 -0.5267 2.7493 0.3 0.0 0.4 0.478
H 2.8982 1.8851 1.3624 0.0 -0.1 0.2 0.225
H 1.3443 2.9943 -0.2319 0.3 0.0 -0.1 0.207
C -3.9077 -1.3523 0.3961 -0.8 -0.7 0.1 -0.621
C -3.4884 -2.2760 -0.7452 0.7 -1.7 -0.5 -0.639
H -3.3746 -0.4086 0.4384 0.3 0.0 -0.2 0.212
H -4.9659 -1.1020 0.2946 0.0 0.1 0.1 0.208
H -3.7934 -1.8366 1.3667 0.0 0.0 0.0 0.210
H -2.9811 -3.2285 -0.5079 0.8 0.8 1.1 0.211
H -2.8024 -1.7881 -1.4297 -0.2 0.1 -0.4 0.203
H -4.2277 -2.8855 -1.2899 -0.8 1.5 -0.2 0.216
```
Forces are in eV/Å.